# 1
This record from the Open Molecules 2025 dataset describes a molecular structure, C22H41Cl2FN2O4Sb at a distorted geometry. The level of theory is the ωB97M-V functional and the def2-TZVPD basis.

- max |F| (eV/A) = 5.21
- orbital gap (eV) = 7.39
- ΔE to the lowest compared entry with this formula, charge and spin (kcal per mole) = 157.8
- multiplicity = 1
- total charge = -1
- lowest unoccupied orbital energy (eV) = 2.2

Atoms and positions in Å:
1 C 1.88 2.13 2.62
2 O 2.60 2.36 1.36
3 C 3.96 1.77 1.38
4 C 4.36 1.08 -0.06
5 C 3.09 0.22 -0.63
6 C 2.43 -0.82 0.51
7 C 1.92 -2.13 -0.33
8 Sb 1.30 -3.85 0.95
9 F 1.11 -4.98 -0.79
10 C -0.82 -3.20 0.60
11 C -1.12 -2.01 1.68
12 C -2.37 -1.02 1.32
13 C -2.44 -0.52 -0.24
14 C -3.90 -0.56 -0.98
15 C -4.12 -0.14 -2.55
16 C -2.83 0.34 -3.45
17 C -1.35 0.42 -2.71
18 C -1.13 0.00 -1.12
19 O 3.27 -4.47 1.11
20 N 3.65 -4.94 -0.09
21 O 4.89 -4.91 -0.06
22 C 0.73 -5.61 2.12
23 Cl 2.30 -6.43 2.77
24 C -0.23 -5.39 3.41
25 C -1.87 -5.33 3.05
26 Cl 0.23 -4.00 4.55
27 H 1.35 3.13 2.96
28 H 2.57 1.80 3.51
29 H 1.01 1.33 2.52
30 H 4.08 0.93 2.21
31 H 4.71 2.67 1.55
32 H 5.36 0.43 -0.01
33 H 4.58 1.93 -0.86
34 H 3.52 -0.48 -1.49
35 H 2.28 0.93 -1.10
36 H 1.53 -0.20 0.98
37 H 3.18 -1.07 1.38
38 H 1.07 -1.76 -1.07
39 H 2.80 -2.49 -1.01
40 H 1.49 -2.80 2.33
41 H -0.81 -2.76 -0.52
42 H -1.59 -4.08 0.58
43 H -0.16 -1.32 1.78
44 H -1.32 -2.44 2.75
45 H -3.41 -1.45 1.64
46 H -2.21 -0.03 1.98
47 H -4.83 -0.92 -0.36
48 H -5.18 -0.18 -3.04
49 H -3.03 0.63 -4.58
50 H -0.45 0.76 -3.38
51 H -0.06 0.07 -0.65
52 H 0.19 -6.38 1.39
53 H -0.14 -6.38 4.07
54 H -2.43 -6.11 3.75
55 H -2.35 -4.29 3.28
56 H -2.07 -5.71 1.94
57 C -2.83 6.14 -2.16
58 C -2.48 4.67 -1.93
59 C -1.07 4.46 -1.31
60 O 0.00 4.61 -2.24
61 C 0.41 5.95 -2.46
62 N -2.62 3.95 -3.20
63 H -2.30 6.58 -3.01
64 H -3.90 6.25 -2.35
65 H -2.59 6.74 -1.27
66 H -3.21 4.28 -1.22
67 H -1.02 3.43 -0.96
68 H -0.92 5.10 -0.43
69 H 0.33 6.56 -1.55
70 H -0.17 6.40 -3.27
71 H 1.46 5.95 -2.77
72 H -2.48 2.95 -3.02
73 H -1.83 4.21 -3.79

# 2
This record from the Open Molecules 2025 dataset describes a molecular structure, C22H41Cl3CrN3O5Si at a distorted geometry. The level of theory is the ωB97M-V functional and the def2-TZVPD basis.

- max |F| (eV/A) = 3.47
- orbital gap (spin up / spin down) (eV) = 2.48 / 2.48
- ΔE to the lowest compared entry with this formula, charge and spin (kcal per mole) = 5.0
- multiplicity = 4
- <S²> = 3.7974
- lowest unoccupied orbital energy (spin up / spin down) (eV) = -0.7 / -0.7

Atoms and positions in Å:
1 C -2.27 -2.75 -5.17
2 C -1.23 -3.22 -4.14
3 H -2.25 -3.41 -6.05
4 H -2.13 -1.71 -5.56
5 H -3.27 -2.81 -4.69
6 C -0.68 -4.56 -4.08
7 C -0.62 -5.54 -5.24
8 H -0.76 -5.01 -3.07
9 H -0.07 -5.06 -6.07
10 H -1.60 -5.94 -5.61
11 H -0.01 -6.43 -4.97
12 Cr 0.14 1.45 -0.05
13 Cl -1.88 2.20 -0.15
14 Cl 1.00 2.32 -2.00
15 H 1.38 6.36 3.71
16 H -0.91 6.50 3.88
17 C 1.41 5.33 3.32
18 C -0.94 6.04 2.87
19 N 0.11 5.04 2.67
20 H 1.70 4.65 4.15
21 C -0.17 3.93 1.89
22 O 0.69 3.26 1.27
23 H -1.94 5.64 2.68
24 H -1.27 3.68 1.94
25 H 2.21 5.31 2.56
26 H -0.79 6.88 2.18
27 H 1.96 -0.35 -3.03
28 H 2.99 -3.15 -2.36
29 C 2.89 -0.27 -2.46
30 C 3.55 -2.53 -1.64
31 N 2.87 -1.26 -1.37
32 H 2.95 0.73 -2.04
33 C 2.51 -0.85 -0.11
34 O 2.26 0.33 0.20
35 H 3.68 -3.12 -0.72
36 H 2.40 -1.65 0.64
37 H 3.72 -0.45 -3.15
38 H 4.52 -2.38 -2.14
39 O -0.42 -2.04 -3.68
40 C -1.38 -2.51 -2.81
41 C 0.30 -3.29 -1.01
42 C -1.01 -3.07 -1.51
43 H 1.17 -3.00 -1.58
44 C 0.46 -4.02 0.17
45 H -2.27 -1.95 -2.76
46 C -2.12 -3.41 -0.72
47 H 1.48 -4.29 0.49
48 C -0.68 -4.45 0.86
49 C -1.98 -4.09 0.48
50 H -3.11 -3.17 -1.09
51 H -0.51 -5.02 1.75
52 H -2.86 -4.38 1.05
53 Si -0.15 2.57 -4.14
54 Cl -0.44 -0.53 -0.67
55 C 1.49 3.16 -4.79
56 C -1.09 3.90 -3.15
57 C -1.29 1.21 -4.71
58 H 2.32 2.50 -4.52
59 H 1.79 4.18 -4.48
60 H 1.42 3.15 -5.88
61 H -0.76 0.33 -5.07
62 H -1.98 1.49 -5.53
63 H -1.93 0.83 -3.89
64 H -1.73 3.43 -2.36
65 H -1.71 4.40 -3.91
66 H -0.45 4.66 -2.63
67 N -0.85 -1.06 4.64
68 C -0.63 -1.26 3.19
69 C -0.77 0.23 2.69
70 O -1.58 0.93 3.33
71 O 0.04 0.58 1.79
72 H -1.32 -0.12 4.71
73 H 0.04 -1.06 5.12
74 H -1.39 -1.80 5.11
75 H 0.37 -1.66 2.99
76 H -1.39 -1.94 2.77

# 3
This record from the Open Molecules 2025 dataset describes a molecular structure, C22H41Cl3N3O5SiZn at a distorted geometry. The level of theory is the ωB97M-V functional and the def2-TZVPD basis.

- max |F| (eV/A) = 2.51
- orbital gap (eV) = 5.63
- ΔE to the lowest compared entry with this formula, charge and spin (kcal per mole) = 3.1
- multiplicity = 1
- total charge = -1
- lowest unoccupied orbital energy (eV) = 2.1

Atoms and positions in Å:
1 C 1.40 -1.37 -3.38
2 C 0.95 0.01 -3.02
3 H 1.49 -1.51 -4.47
4 H 0.68 -2.09 -2.97
5 H 2.37 -1.59 -2.91
6 C 0.46 0.90 -3.88
7 C 0.10 0.59 -5.30
8 H 0.34 1.94 -3.58
9 H -0.40 -0.39 -5.34
10 H 0.97 0.52 -5.96
11 H -0.59 1.33 -5.71
12 Zn 3.67 -0.89 1.76
13 Cl 3.98 1.22 1.33
14 Cl -0.77 -3.15 0.11
15 C -0.59 2.78 1.89
16 O -1.83 2.71 1.74
17 N 0.03 3.82 2.47
18 C -0.75 4.98 2.87
19 C 1.48 3.93 2.48
20 H 0.08 1.96 1.57
21 H -1.72 4.63 3.22
22 H -0.89 5.68 2.03
23 H -0.22 5.50 3.67
24 H 1.91 2.93 2.60
25 H 1.79 4.58 3.30
26 H 1.85 4.37 1.54
27 H -1.94 -1.42 -2.05
28 H -2.33 1.41 -2.64
29 C -2.97 -1.15 -1.75
30 C -3.16 1.32 -1.92
31 N -2.96 0.14 -1.07
32 H -3.37 -1.92 -1.07
33 C -2.66 0.21 0.23
34 O -2.62 -0.79 0.98
35 H -3.22 2.21 -1.28
36 H -2.45 1.22 0.63
37 H -3.59 -1.07 -2.65
38 H -4.09 1.21 -2.49
39 O -0.15 -0.39 -0.99
40 C 0.89 0.26 -1.45
41 C -0.24 2.50 -1.01
42 C 0.95 1.80 -1.18
43 H -1.15 1.90 -0.87
44 C -0.28 3.90 -1.06
45 H 1.84 -0.16 -1.05
46 C 2.15 2.53 -1.21
47 H -1.24 4.42 -1.05
48 C 0.92 4.62 -1.13
49 C 2.13 3.93 -1.17
50 H 3.09 1.98 -1.25
51 H 0.88 5.71 -1.19
52 H 3.08 4.49 -1.20
53 Si 0.07 -4.92 0.72
54 Cl 4.54 -2.55 0.79
55 C -1.40 -6.02 1.18
56 C 1.17 -4.57 2.20
57 C 1.16 -5.69 -0.62
58 H -1.96 -5.59 2.02
59 H -1.15 -7.05 1.47
60 H -2.11 -6.09 0.35
61 H 0.96 -5.24 -1.60
62 H 0.98 -6.77 -0.69
63 H 2.21 -5.51 -0.35
64 H 1.14 -3.54 2.53
65 H 2.21 -4.75 1.89
66 H 0.91 -5.28 3.01
67 N -1.12 -1.51 3.03
68 C -0.23 -0.52 3.69
69 C 1.07 -0.33 2.91
70 O 1.44 0.83 2.64
71 O 1.72 -1.41 2.62
72 H -1.65 -1.15 2.16
73 H -1.88 -1.77 3.67
74 H -0.65 -2.37 2.74
75 H -0.77 0.43 3.77
76 H 0.02 -0.89 4.69

# 4
This record from the Open Molecules 2025 dataset describes a molecular structure, C22H41HfN3O11P3S4Sb. The level of theory is the ωB97M-V functional and the def2-TZVPD basis.

- max |F| (eV/A) = 0.64
- orbital gap (spin up / spin down) (eV) = 5.53 / 7.85
- ΔE to the lowest compared entry with this formula, charge and spin (kcal per mole) = 0.4
- multiplicity = 2
- total charge = -1
- <S²> = 0.7523
- lowest unoccupied orbital energy (spin up / spin down) (eV) = 2.2 / 2.2

Atoms and positions in Å:
1 Hf 0.98 1.32 -0.91
2 C 4.44 3.86 2.48
3 C 4.58 2.46 1.92
4 O 3.29 1.83 2.01
5 P 3.00 0.46 1.26
6 S 1.06 0.11 1.49
7 S 3.51 0.46 -0.67
8 O 3.97 -0.53 2.07
9 C 4.39 -1.80 1.52
10 C 3.26 -2.80 1.46
11 H 5.40 4.37 2.41
12 H 4.14 3.82 3.52
13 H 3.70 4.43 1.92
14 H 5.30 1.87 2.48
15 H 4.88 2.48 0.87
16 H 5.18 -2.13 2.19
17 H 4.81 -1.62 0.53
18 H 2.79 -2.90 2.44
19 H 3.64 -3.77 1.15
20 H 2.49 -2.49 0.75
21 O -0.87 3.62 -2.45
22 P 0.60 3.71 -3.10
23 O 0.57 4.14 -4.49
24 O 1.31 2.38 -2.74
25 O 1.30 4.82 -2.13
26 P 1.77 4.48 -0.63
27 O 3.16 3.69 -0.84
28 O 1.93 5.70 0.17
29 O 0.82 3.36 -0.15
30 H -0.80 3.71 -1.48
31 H 3.87 4.31 -1.03
32 C -4.59 2.77 0.11
33 C -3.11 2.89 -0.22
34 C -2.44 3.81 0.80
35 Sb -2.00 1.02 -0.50
36 C -3.07 0.13 -2.16
37 C -4.53 0.51 -2.31
38 C -2.29 0.44 -3.44
39 C -2.66 -0.11 1.23
40 C -2.54 0.71 2.51
41 C -4.04 -0.73 1.08
42 H -5.06 3.76 0.07
43 H -4.73 2.40 1.13
44 H -5.14 2.11 -0.56
45 H -3.02 3.35 -1.22
46 H -2.53 3.40 1.81
47 H -2.94 4.79 0.81
48 H -1.38 3.98 0.64
49 H -2.99 -0.94 -1.95
50 H -4.65 1.59 -2.47
51 H -5.13 0.22 -1.45
52 H -4.95 0.01 -3.19
53 H -2.32 1.51 -3.67
54 H -2.74 -0.09 -4.29
55 H -1.25 0.15 -3.38
56 H -1.92 -0.91 1.25
57 H -3.31 1.49 2.56
58 H -1.57 1.18 2.62
59 H -2.69 0.06 3.38
60 H -4.83 0.03 1.06
61 H -4.24 -1.39 1.93
62 H -4.12 -1.35 0.18
63 N 1.95 -6.33 3.04
64 C 1.18 -5.59 2.14
65 C 0.45 -4.48 2.58
66 C -0.35 -3.78 1.70
67 C -0.43 -4.16 0.37
68 C 0.30 -5.25 -0.08
69 C 1.09 -5.97 0.80
70 S -1.46 -3.26 -0.75
71 O -2.66 -2.94 -0.02
72 O -1.59 -4.07 -1.94
73 N -0.69 -1.88 -1.02
74 C 0.23 -1.79 -1.98
75 S 0.62 -3.00 -3.20
76 C 1.77 -1.92 -3.90
77 C 1.81 -0.76 -3.23
78 N 0.94 -0.68 -2.14
79 H 2.26 -5.81 3.85
80 H 2.71 -6.84 2.62
81 H 0.51 -4.18 3.62
82 H -0.93 -2.94 2.05
83 H 0.22 -5.55 -1.12
84 H 1.65 -6.83 0.45
85 H 2.34 -2.19 -4.77
86 H 2.41 0.10 -3.47

# 5
This record from the Open Molecules 2025 dataset describes 3 unconnected molecules or ions with the total composition C22H41N3O3 at a distorted geometry. The level of theory is the ωB97M-V functional and the def2-TZVPD basis.

- max |F| (eV/A) = 1.67
- orbital gap (eV) = 7.91
- structure (SMILES) = C=CCC1=C(N=C(C)C)C(=O)OC1=O.CCN(CC)CC.CCN(CC)CC
- ΔE to the lowest compared entry with this formula, charge and spin (kcal per mole) = 13.9
- multiplicity = 1
- lowest unoccupied orbital energy (eV) = -0.2

Atoms and positions in Å:
1 C 1.71 3.75 4.76
2 C 1.71 2.71 3.94
3 C 1.68 2.90 2.44
4 C 3.03 3.03 1.82
5 C 3.78 4.14 1.69
6 N 3.53 5.44 2.09
7 C 4.39 6.01 2.85
8 C 4.56 7.50 2.72
9 C 5.23 5.32 3.87
10 C 5.03 3.75 0.96
11 O 6.11 4.23 0.97
12 O 4.69 2.57 0.29
13 C 3.85 1.95 1.21
14 O 3.89 0.80 1.51
15 H 1.71 4.75 4.37
16 H 1.75 3.58 5.83
17 H 1.75 1.70 4.32
18 H 1.16 3.83 2.22
19 H 1.13 2.10 1.94
20 H 4.91 7.67 1.70
21 H 5.31 7.87 3.40
22 H 3.60 7.98 2.89
23 H 6.28 5.49 3.63
24 H 5.05 4.25 3.92
25 H 5.04 5.75 4.85
26 C 0.04 -0.41 -0.10
27 C -0.45 -0.90 1.25
28 N -1.73 -0.34 1.64
29 C -2.06 -0.57 3.04
30 C -2.27 -2.01 3.51
31 C -2.81 -0.54 0.69
32 C -3.17 -1.97 0.29
33 H 0.06 0.68 -0.13
34 H 1.05 -0.77 -0.28
35 H -0.58 -0.77 -0.92
36 H 0.29 -0.61 2.00
37 H -0.46 -2.01 1.25
38 H -2.95 0.02 3.28
39 H -1.26 -0.13 3.64
40 H -3.22 -2.42 3.16
41 H -2.30 -2.04 4.60
42 H -1.47 -2.67 3.18
43 H -2.56 0.01 -0.22
44 H -3.70 -0.04 1.08
45 H -2.29 -2.57 0.07
46 H -3.79 -1.96 -0.61
47 H -3.75 -2.48 1.06
48 C -4.58 -4.55 -5.44
49 C -3.65 -4.12 -4.31
50 N -2.30 -4.63 -4.47
51 C -1.49 -4.47 -3.27
52 C -1.16 -3.05 -2.80
53 C -1.64 -4.31 -5.72
54 C -1.50 -2.83 -6.11
55 H -4.57 -5.64 -5.55
56 H -5.60 -4.24 -5.21
57 H -4.31 -4.10 -6.39
58 H -4.04 -4.51 -3.37
59 H -3.68 -3.02 -4.23
60 H -0.55 -5.02 -3.42
61 H -2.00 -4.99 -2.46
62 H -0.42 -2.56 -3.43
63 H -0.75 -3.09 -1.79
64 H -2.05 -2.42 -2.75
65 H -2.19 -4.82 -6.52
66 H -0.66 -4.78 -5.73
67 H -2.42 -2.28 -5.96
68 H -1.25 -2.76 -7.17
69 H -0.70 -2.34 -5.56

# 6
This record from the Open Molecules 2025 dataset describes a molecular structure, C22H42As2N6RuS. The level of theory is the ωB97M-V functional and the def2-TZVPD basis.

- max |F| (eV/A) = 0.10
- orbital gap (spin up / spin down) (eV) = 7.60 / 6.55
- ΔE to the lowest compared entry with this formula, charge and spin (kcal per mole) = 25.8
- multiplicity = 2
- total charge = +3
- <S²> = 0.7562
- lowest unoccupied orbital energy (spin up / spin down) (eV) = -8.5 / -9.6

Atoms and positions in Å:
1 Ru 0.95 -0.93 0.41
2 N -0.68 -2.14 -0.47
3 C -0.47 -2.36 -1.95
4 C 0.46 -1.29 -2.49
5 N 1.68 -1.20 -1.64
6 C 2.53 -2.42 -1.79
7 C 2.26 -3.46 -0.72
8 N 2.23 -2.74 0.58
9 C 2.50 -0.01 -1.99
10 C 3.33 0.41 -0.80
11 N 2.43 0.61 0.38
12 H -0.92 -3.03 -0.04
13 H -1.52 -1.58 -0.39
14 H -1.42 -2.31 -2.47
15 H -0.08 -3.36 -2.11
16 H -0.04 -0.33 -2.46
17 H 0.74 -1.52 -3.53
18 H 3.57 -2.12 -1.71
19 H 2.40 -2.84 -2.79
20 H 3.05 -4.21 -0.73
21 H 1.32 -3.97 -0.84
22 H 3.18 -2.50 0.84
23 H 1.91 -3.38 1.30
24 H 1.83 0.80 -2.28
25 H 3.15 -0.24 -2.85
26 H 3.89 1.32 -1.02
27 H 4.06 -0.36 -0.52
28 H 1.90 1.47 0.23
29 H 3.00 0.80 1.20
30 C 0.83 -2.50 3.93
31 As 1.45 -1.02 2.84
32 C 3.36 -1.11 3.18
33 C 0.80 0.56 3.71
34 C 1.33 1.08 4.88
35 C 0.73 2.20 5.45
36 C -0.40 2.76 4.87
37 C -0.94 2.23 3.71
38 C -0.33 1.12 3.13
39 As -1.01 0.22 1.57
40 C -2.38 1.38 0.87
41 C -2.17 -1.19 2.26
42 H 1.35 -2.44 4.88
43 H 1.06 -3.46 3.47
44 H -0.24 -2.42 4.10
45 H 3.53 -0.85 4.23
46 H 3.94 -0.43 2.56
47 H 3.71 -2.13 3.04
48 H 2.20 0.65 5.36
49 H 1.14 2.62 6.36
50 H -0.86 3.63 5.32
51 H -1.82 2.68 3.27
52 H -2.71 0.99 -0.10
53 H -2.00 2.38 0.76
54 H -3.21 1.34 1.58
55 H -2.63 -0.84 3.18
56 H -1.62 -2.12 2.45
57 H -2.96 -1.39 1.54
58 C -2.71 4.61 -4.64
59 C -2.60 3.31 -3.94
60 C -3.43 2.23 -4.13
61 C -3.19 1.07 -3.39
62 N -2.19 0.97 -2.51
63 C -1.38 2.01 -2.33
64 S -0.06 2.00 -1.25
65 N -1.60 3.16 -3.04
66 C -4.05 -0.13 -3.56
67 H -3.55 4.61 -5.33
68 H -1.80 4.81 -5.22
69 H -2.83 5.43 -3.93
70 H -4.24 2.29 -4.83
71 H -0.96 3.93 -2.87
72 H -4.91 0.06 -4.20
73 H -4.41 -0.48 -2.59
74 H -3.47 -0.94 -4.02

- What is the formula in the sixth record?
  C22H42As2N6RuS

- Which formula does entry 4 have?
  C22H41HfN3O11P3S4Sb

- What is the max |F| in the third record?
  2.51 eV/A